A structure of composition C37H52AsCsN3PS. Source: the OMol25 dataset; level of theory: wB97M-V/def2-TZVPD.

Last column: Mulliken charge in e.
Element x y z (Å)
Cs 0.11 0.26 0.04  1.02
C 2.15 4.05 0.90  -0.41
C 1.45 4.40 -0.25  -0.35
C 0.07 4.55 -0.21  -0.51
C -0.61 4.37 0.99  -0.36
C 0.09 4.04 2.15  -0.38
C 1.47 3.87 2.10  -0.28
H 3.22 3.93 0.86  0.39
H 1.99 4.56 -1.18  0.37
H -0.47 4.82 -1.10  0.38
H -1.68 4.51 1.03  0.45
H -0.44 3.92 3.08  0.35
H 2.01 3.61 2.99  0.40
N -1.25 -1.82 -2.43  0.06
C -1.60 -1.33 -3.71  0.40
C -2.89 -1.53 -4.18  -0.71
C -3.26 -1.11 -5.45  -0.50
C -2.33 -0.48 -6.26  -0.78
C -1.05 -0.26 -5.78  -0.56
C -0.65 -0.66 -4.51  0.39
C 0.73 -0.37 -4.03  -0.73
C 1.79 -0.63 -4.91  -0.75
C 3.09 -0.29 -4.57  -0.75
C 3.32 0.34 -3.36  -0.77
C 2.26 0.54 -2.47  0.59
C 0.93 0.19 -2.75  0.15
H -1.57 -2.78 -2.30  0.29
H -0.24 -1.77 -2.32  -0.44
H -3.61 -2.05 -3.56  0.34
H -4.27 -1.28 -5.80  0.37
H -2.60 -0.18 -7.27  0.37
H -0.32 0.25 -6.41  0.46
H 1.60 -1.10 -5.87  0.47
H 3.91 -0.49 -5.25  0.39
H 4.32 0.68 -3.10  0.40
H 2.50 1.02 -1.52  0.11
N -3.58 -2.32 0.75  -0.43
C -3.88 -1.30 1.59  0.61
N -3.34 -0.13 1.53  -0.32
C -3.79 0.68 2.55  -0.97
C -3.37 1.99 2.78  0.02
C -3.87 2.67 3.88  -0.47
C -4.78 2.06 4.75  -0.56
C -5.22 0.77 4.52  -0.47
C -4.72 0.09 3.43  0.91
S -5.03 -1.55 2.91  -0.33
H -3.14 -2.06 -0.13  0.19
H -4.22 -3.10 0.71  0.25
H -2.68 2.45 2.10  0.39
H -3.55 3.68 4.07  0.40
H -5.15 2.61 5.61  0.39
H -5.93 0.30 5.20  0.41
C 3.42 -1.30 5.71  -1.65
C 2.68 -0.37 4.75  0.44
C 3.67 0.56 4.03  -1.51
P 1.54 -1.10 3.44  0.25
C -0.03 -1.45 4.40  0.67
C -0.91 -0.20 4.31  -1.42
C 0.08 -1.90 5.85  -1.79
C 2.17 -2.80 2.97  0.93
C 3.55 -2.66 2.32  -1.56
C 2.14 -3.95 3.98  -1.63
H 3.95 -0.70 6.45  0.49
H 4.17 -1.89 5.18  0.27
H 2.76 -1.97 6.23  0.25
H 2.00 0.26 5.34  0.44
H 4.37 -0.02 3.43  0.28
H 4.24 1.15 4.75  0.46
H 3.14 1.24 3.37  0.24
H -0.52 -2.25 3.82  0.48
H -0.42 0.66 4.77  0.20
H -1.86 -0.36 4.83  0.46
H -1.14 0.06 3.28  0.22
H 0.51 -1.11 6.47  0.30
H 0.69 -2.80 5.97  0.35
H -0.91 -2.13 6.24  0.48
H 1.47 -3.05 2.16  0.17
H 4.33 -2.47 3.06  0.24
H 3.56 -1.85 1.59  0.29
H 3.82 -3.58 1.80  0.53
H 2.81 -3.76 4.82  0.23
H 2.49 -4.86 3.49  0.49
H 1.14 -4.13 4.35  0.33
C 3.04 -4.05 -3.66  -1.25
As 2.50 -2.98 -2.10  0.57
C 4.34 -2.58 -1.53  -1.21
C 2.23 -4.51 -0.87  -0.76
H 3.75 -4.83 -3.36  0.41
H 3.50 -3.39 -4.38  0.34
H 2.17 -4.52 -4.12  0.37
H 4.90 -3.50 -1.34  0.40
H 4.33 -1.96 -0.63  0.24
H 4.83 -2.01 -2.32  0.43
H 3.11 -5.16 -0.85  0.35
H 1.37 -5.10 -1.20  0.41
H 2.02 -4.15 0.13  -0.13

Calculated values
* strongest force on any atom: 0.66 eV Å⁻¹
* LUMO energy: 0.013 eV
* energy above the lowest of the compared OMol25 structures with the same formula, charge and spin: 90.2 kJ/mol
* energy: -4600.76983 Ha